# C6H10O

An isolated molecule of C6H10O (wB97M-V/def2-TZVPD, the OMol25 dataset).

CARTESIAN COORDINATES (ANGSTROEM)
O: 0.71 1.72 1.82
C: -0.07 1.00 0.88
C: 0.56 1.02 -0.54
C: 0.49 -0.30 -1.32
C: -0.75 -1.12 -0.97
C: -0.78 -1.36 0.52
C: -0.41 -0.39 1.36
H: 1.56 1.25 1.89
H: -1.01 1.56 0.84
H: 1.61 1.33 -0.43
H: 0.08 1.83 -1.11
H: 1.37 -0.91 -1.09
H: 0.52 -0.09 -2.40
H: -1.66 -0.59 -1.29
H: -0.75 -2.07 -1.51
H: -1.07 -2.33 0.90
H: -0.41 -0.53 2.44

Values from the calculation:
HOMO energy (eV): -9.431
Frontier orbital gap (eV): 10.5
Structure (SMILES): O[C@@H]1C=CCCC1
Lowest unoccupied orbital energy (eV): 1.03

***

# C6H10O

An isolated molecule of C6H10O (wB97M-V/def2-TZVPD, the OMol25 dataset).

CARTESIAN COORDINATES (ANGSTROEM)
C: -2.14 0.22 -0.28
C: -0.79 0.29 0.43
C: -0.11 -1.11 0.45
C: 1.20 -1.16 -0.30
C: 1.91 -0.06 -0.49
C: 1.33 1.25 -0.02
O: -0.06 1.28 -0.26
H: -2.82 -0.46 0.24
H: -1.99 -0.14 -1.30
H: -2.60 1.21 -0.32
H: -0.94 0.62 1.47
H: -0.80 -1.87 0.06
H: 0.09 -1.39 1.50
H: 1.54 -2.13 -0.66
H: 2.87 -0.07 -1.02
H: 1.55 1.41 1.05
H: 1.75 2.10 -0.57

Values from the calculation:
HOMO energy (eV): -9.358
Frontier orbital gap (eV): 10.5
Structure (SMILES): C[C@H]1CC=CCO1
Lowest unoccupied orbital energy (eV): 1.14

***

# C6H10O

A 2-piece molecular cluster, C6H10O overall (wB97M-V/def2-TZVPD, the OMol25 dataset).

CARTESIAN COORDINATES (ANGSTROEM)
O: -2.49 -0.92 0.39
C: -1.50 -1.32 -0.17
C: -0.19 0.39 -1.28
C: 0.53 1.56 -0.63
C: 1.61 0.85 0.19
C: 0.85 -0.38 0.67
C: -0.21 -0.59 -0.12
H: -1.55 -1.52 2.29
H: -1.56 -2.12 -0.94
H: -1.20 0.62 -1.65
H: 0.39 -0.05 -2.11
H: -0.18 2.03 0.07
H: 0.88 2.32 -1.33
H: 2.46 0.57 -0.46
H: 2.01 1.46 1.00
H: 1.16 -0.94 1.55
H: -0.99 -1.94 2.53

Values from the calculation:
HOMO energy (eV): -9.520
Frontier orbital gap (eV): 10.5
Structure (SMILES): O=CC1=CCCC1.[H][H]
Lowest unoccupied orbital energy (eV): 1.01

***

# C6H10O

A 2-piece molecular cluster, C6H10O overall (wB97M-V/def2-TZVPD, the OMol25 dataset).

CARTESIAN COORDINATES (ANGSTROEM)
O: 1.01 -1.28 1.08
C: 2.08 -0.99 0.48
C: 2.26 0.06 -0.41
C: 0.07 0.84 0.74
C: -0.90 0.72 -0.31
C: -1.44 -0.65 -0.68
C: -2.31 0.26 0.09
H: 2.96 -1.63 0.70
H: 3.25 0.33 -0.76
H: 1.44 0.30 -1.08
H: 0.74 1.69 0.75
H: -0.12 0.38 1.70
H: -0.83 1.44 -1.12
H: -1.66 -0.81 -1.74
H: -0.94 -1.47 -0.17
H: -3.14 0.75 -0.41
H: -2.47 0.06 1.14

Values from the calculation:
HOMO energy (spin up / spin down) (eV): -7.488 / -7.459
Frontier orbital gap (spin up / spin down) (eV): 6.8 / 6.7
Lowest unoccupied orbital energy (spin up / spin down) (eV): -0.69 / -0.72

***

# C6H10O

A 2-piece molecular cluster, C6H10O overall (wB97M-V/def2-TZVPD, the OMol25 dataset).

CARTESIAN COORDINATES (ANGSTROEM)
O: 1.33 0.03 2.72
C: 1.76 0.64 1.77
C: 1.57 -0.99 -0.87
C: 0.34 -0.82 -0.37
C: -0.65 0.17 -0.85
C: -2.11 -0.21 -0.83
C: -1.60 0.80 0.14
H: 2.81 0.55 1.43
H: 1.93 -0.39 -1.71
H: 2.25 -1.74 -0.47
H: 1.13 1.33 1.17
H: 0.03 -1.44 0.47
H: -0.31 0.79 -1.67
H: -2.73 0.11 -1.65
H: -2.35 -1.20 -0.45
H: -1.87 1.84 -0.03
H: -1.51 0.53 1.19

Values from the calculation:
HOMO energy (eV): -9.303
Frontier orbital gap (eV): 10.3
Structure (SMILES): C=CC1CC1.C=O
Lowest unoccupied orbital energy (eV): 1.01

***

# C6H10O

An isolated molecule of C6H10O (wB97M-V/def2-TZVPD, the OMol25 dataset).

CARTESIAN COORDINATES (ANGSTROEM)
C: -1.21 0.87 -2.23
C: -0.47 1.06 -0.97
C: 1.48 -0.83 0.35
C: 0.37 -0.75 1.36
C: 1.77 -0.46 1.79
O: -0.49 0.36 1.37
C: -1.20 0.51 0.17
H: -2.25 0.51 -2.19
H: -0.61 0.09 -2.73
H: -1.12 1.74 -2.89
H: 1.54 -0.05 -0.40
H: 1.78 -1.82 0.02
H: -0.10 -1.68 1.68
H: 2.30 -1.17 2.42
H: 1.97 0.59 1.99
H: -1.83 -0.38 -0.04
H: -1.91 1.35 0.34

Values from the calculation:
HOMO energy (eV): -8.485
Frontier orbital gap (eV): 8.7
Lowest unoccupied orbital energy (eV): 0.26

***

# C6H10O

C6H10O as an isolated structure (wB97M-V/def2-TZVPD, the OMol25 dataset).

CARTESIAN COORDINATES (ANGSTROEM)
C: -1.72 -0.09 1.32
C: -1.58 1.14 0.44
C: -0.98 -0.19 0.04
C: 0.67 -1.35 -0.24
C: 1.79 -0.75 -1.11
C: 1.40 0.62 -0.58
O: 0.63 0.08 0.53
H: -1.15 -0.09 2.23
H: -2.69 -0.59 1.39
H: -2.44 1.48 -0.13
H: -0.92 1.93 0.80
H: -1.47 -0.68 -0.79
H: 1.03 -2.06 0.51
H: 2.81 -1.03 -0.80
H: 1.71 -0.89 -2.19
H: 2.18 1.28 -0.20
H: 0.73 1.19 -1.24

Values from the calculation:
HOMO energy (eV): -6.807
Frontier orbital gap (eV): 8.0
Lowest unoccupied orbital energy (eV): 1.15

***

# C6H10O

A 2-piece molecular cluster, C6H10O overall (wB97M-V/def2-TZVPD, the OMol25 dataset).

CARTESIAN COORDINATES (ANGSTROEM)
C: -1.16 -0.16 0.07
C: -0.42 -1.10 -0.86
O: 0.87 -1.16 -0.67
C: 1.66 -0.40 0.31
C: 1.53 1.08 0.17
C: 0.44 1.80 -0.09
C: -0.94 1.29 -0.38
H: -0.88 -0.32 1.12
H: -2.22 -0.40 -0.02
H: -1.76 -3.68 0.47
H: -1.53 -3.32 -0.14
H: 1.47 -0.75 1.33
H: 2.69 -0.68 0.07
H: 2.47 1.62 0.24
H: 0.57 2.88 -0.20
H: -1.07 1.34 -1.47
H: -1.71 1.95 0.06

Values from the calculation:
HOMO energy (eV): -8.026
Frontier orbital gap (eV): 8.9
Lowest unoccupied orbital energy (eV): 0.87

***

Results for relative energy (zero: lowest compared OMol25 entry of this formula, charge and spin): 22.1, 50.7, 183.9, 443.5, 189.2, 437.6, 673.1, 389.1 (in kJ/mol, following the order of the records).